{"formula": "C7H10N3", "method": "ωB97M-V/def2-TZVPD", "lumo_energy_ev": [-4.419, -4.419], "charge": 1, "species": ["C", "C", "C", "C", "C", "C", "C", "N", "N", "N", "H", "H", "H", "H", "H", "H", "H", "H", "H", "H"], "positions_angstrom": [[0.4151, -2.5867, -1.0162], [1.1275, -1.9862, -2.0350], [-0.0490, -1.8386, 0.0449], [1.0944, -0.6327, -2.0730], [-0.0862, -0.4373, -0.0366], [-0.5107, 1.5633, 1.1886], [-1.3429, 2.1322, 2.3520], [0.6709, 0.1283, -0.9803], [-0.6364, 0.3119, 0.9563], [0.9496, 1.4074, -0.8930], [0.4203, -3.6397, -1.0157], [1.5309, -2.5819, -2.9138], [-0.5531, -2.3381, 0.8273], [1.4466, 0.0681, -2.7403], [0.1481, 2.1078, 0.6367], [-0.6872, 2.5787, 3.0952], [-1.7748, 1.2321, 2.8215], [-2.0423, 2.8336, 2.0563], [-1.3480, -0.1138, 1.5342], [1.2270, 1.7917, -1.8091]], "forces_ev_per_angstrom": [[0.85, 0.14, 1.48], [-0.36, 0.20, -2.47], [-0.87, -0.14, -1.55], [-0.09, -0.12, 1.84], [1.49, -2.51, 0.07], [-2.42, 1.05, 3.36], [2.24, -2.95, -0.17], [0.06, 1.02, -1.39], [-0.62, 0.47, 0.31], [-0.33, 0.56, -0.61], [-0.34, -1.09, 0.41], [-0.50, 0.96, 1.34], [-0.45, -0.32, 0.86], [1.20, 0.57, -1.98], [1.67, 1.35, -1.27], [0.21, 0.17, -0.10], [-0.44, 0.71, 0.13], [-1.52, 1.32, -0.71], [0.05, -0.74, -0.01], [0.18, -0.64, 0.45]], "lowdin_charge": [-0.052, -0.020, 0.039, 0.014, -0.205, 0.007, 0.029, -0.130, 0.157, 0.080, 0.108, 0.159, 0.116, 0.108, 0.062, 0.102, 0.091, 0.069, 0.175, 0.091]}



{"formula": "C9H13BN2Sn", "method": "ωB97M-V/def2-TZVPD", "lumo_energy_ev": [-1.588, -1.588], "species": ["C", "C", "C", "C", "C", "Sn", "C", "C", "C", "N", "H", "H", "H", "H", "H", "H", "H", "H", "H", "H", "B", "C", "N", "H", "H", "H"], "positions_angstrom": [[-2.5522, 0.3454, -0.1771], [-2.4036, -0.0663, -1.5278], [-1.6096, 0.8924, -2.2229], [-1.2838, 1.9345, -1.3193], [-1.8143, 1.5810, -0.0135], [0.1767, 0.0670, 0.0184], [0.2872, -2.0759, -0.5066], [-0.2188, -2.4110, 0.8902], [-0.8299, -3.6094, 1.2085], [-0.1078, -1.3200, 1.6669], [-1.4138, 0.8969, -3.2982], [-2.8899, -0.9266, -1.9772], [-0.8081, 2.8873, -1.5583], [-1.9037, 2.2619, 0.8334], [-3.2067, -0.1002, 0.5756], [-0.3552, -2.4104, -1.3170], [-0.5158, -1.3149, 2.5955], [1.3468, -2.2701, -0.6755], [-0.9084, -4.3460, 0.4204], [-1.2935, -3.7683, 2.1776], [4.1264, 2.5784, 0.8253], [2.9335, 1.7320, 0.4265], [1.9937, 1.0760, 0.1474], [3.7110, 3.4257, 1.6064], [4.6017, 3.0957, -0.1697], [4.9380, 1.8451, 1.3708]], "forces_ev_per_angstrom": [[-0.07, -0.05, -1.12], [-0.36, 0.77, 0.80], [-0.50, 0.54, 0.40], [0.66, -0.82, -0.74], [0.56, -1.05, 0.33], [-1.47, -0.40, 0.97], [-0.02, 0.36, 0.09], [-1.55, -2.19, -0.38], [0.84, 1.73, -0.94], [0.73, 2.29, 0.40], [0.11, -0.06, 0.54], [0.25, 0.08, 0.15], [0.00, -0.46, 0.10], [0.14, -0.25, -0.24], [0.53, 0.02, -0.26], [0.21, 0.00, 0.00], [0.15, -0.08, -0.23], [-0.10, -0.13, -0.05], [-0.01, -0.16, 0.27], [0.23, -0.06, -0.15], [0.98, 0.65, 0.36], [-1.90, -1.25, -0.47], [1.12, 0.90, 0.47], [-0.03, -0.27, -0.22], [-0.21, -0.17, 0.10], [-0.29, 0.08, -0.15]], "lowdin_charge": [-0.184, -0.164, -0.167, -0.183, -0.227, 1.445, -0.152, -0.616, 0.018, -0.096, 0.105, 0.105, 0.110, 0.107, 0.111, 0.061, 0.070, 0.058, 0.038, 0.043, -0.397, -0.161, 0.001, 0.027, 0.022, 0.026]}



{"formula": "C11H19InNO", "method": "ωB97M-V/def2-TZVPD", "lumo_energy_ev": [2.630, 2.376], "charge": -1, "species": ["C", "C", "C", "C", "C", "In", "N", "C", "C", "H", "H", "H", "H", "H", "H", "H", "H", "H", "H", "C", "C", "C", "C", "O", "H", "H", "H", "H", "H", "H", "H", "H", "H"], "positions_angstrom": [[-0.6535, 0.9898, -2.3710], [0.7193, 1.1924, -2.0473], [0.8090, 1.6100, -0.6835], [-0.5380, 1.5965, -0.1382], [-1.4372, 1.2679, -1.2253], [-0.0377, -0.6954, 0.2493], [-3.4223, 0.3774, 0.9299], [0.7590, -2.3578, -0.6148], [2.0345, -1.7507, -0.4343], [1.7017, 1.9739, -0.1720], [1.5521, 1.1514, -2.7487], [-0.8550, 2.0122, 0.8148], [-2.5250, 1.3060, -1.1566], [-1.0399, 0.7713, -3.3661], [2.5465, -1.2872, -1.2770], [0.4451, -3.1939, 0.0441], [-4.0560, -0.3422, 0.5133], [2.6693, -2.0100, 0.4180], [0.3304, -2.4611, -1.6332], [1.2468, -0.8079, 3.9800], [0.1469, 0.0388, 3.3384], [-1.2000, -0.6615, 3.5280], [0.0930, 1.4110, 4.0062], [0.5193, 0.2066, 1.9948], [1.1084, -0.8936, 5.0661], [2.2316, -0.3760, 3.7654], [1.2273, -1.8161, 3.5506], [-1.4407, -0.6720, 4.6077], [-2.0019, -0.1639, 2.9602], [-1.1433, -1.6985, 3.1690], [1.0050, 1.9933, 3.8452], [-0.7516, 2.0040, 3.6361], [-0.0447, 1.2844, 5.0886]], "forces_ev_per_angstrom": [[0.26, 0.51, 0.32], [-0.37, 0.56, 0.38], [-0.51, -0.58, -0.63], [-0.08, 0.20, -1.20], [0.80, -0.16, -0.11], [-2.35, 3.99, 1.66], [0.34, -0.69, -0.12], [-1.11, -2.17, -0.95], [2.15, -0.62, -0.38], [-0.32, -0.35, -0.08], [-0.18, -0.14, 0.22], [0.12, -0.37, -0.26], [0.39, -0.27, 0.16], [0.10, -0.14, 0.31], [-0.29, 0.06, 0.25], [0.47, 0.40, -0.47], [0.20, 0.27, 0.12], [-0.39, 0.19, -0.16], [0.50, 0.07, 0.63], [0.13, -0.12, 0.38], [0.44, -0.33, -0.27], [-0.15, 0.16, 0.11], [-0.21, 0.28, 0.30], [-0.15, -0.40, 0.23], [0.10, -0.05, -0.09], [-0.18, 0.02, 0.10], [-0.01, 0.07, 0.03], [-0.06, -0.11, -0.40], [0.21, -0.06, 0.11], [0.01, 0.08, 0.08], [0.02, -0.20, -0.09], [0.11, -0.18, -0.07], [0.02, 0.08, -0.11]], "lowdin_charge": [-0.187, -0.199, -0.197, -0.257, -0.190, 0.980, -0.234, -0.334, -0.161, 0.095, 0.077, 0.092, 0.062, 0.076, 0.052, 0.057, -0.271, 0.056, 0.066, -0.064, -0.749, -0.072, -0.049, -0.300, 0.074, 0.080, 0.072, 0.082, 0.036, 0.069, 0.079, 0.085, 0.074]}



{"formula": "C3H4ClNO3S", "method": "ωB97M-V/def2-TZVPD", "lumo_energy_ev": [-1.370, -1.371], "species": ["C", "C", "C", "N", "O", "O", "O", "S", "Cl", "H", "H", "H", "H"], "positions_angstrom": [[-1.2709, 0.1024, 0.6490], [-1.1147, -1.3199, 0.4461], [2.0247, 0.6742, -1.6006], [-0.3748, 0.7367, -0.2458], [-2.0938, 0.7001, 1.2457], [0.1243, -1.5157, -0.3148], [-0.3719, 2.0333, -0.5711], [1.0307, -0.1450, -0.6691], [1.9900, -0.1056, 1.4246], [-0.9461, -1.9973, 1.3895], [-1.8654, -1.7626, -0.1366], [2.7670, 0.0313, -1.8115], [0.1010, 2.5681, 0.1946]], "forces_ev_per_angstrom": [[0.60, 1.72, -1.51], [3.22, -2.97, 2.11], [-4.88, 0.07, 1.55], [1.44, -0.89, -0.63], [-1.05, 0.57, 1.11], [0.91, 0.02, -0.77], [0.88, 2.26, 2.35], [-1.11, 1.51, 1.21], [-0.36, -0.32, -0.22], [-0.60, 1.73, -1.42], [-1.32, -0.30, -0.79], [3.52, -1.92, -1.06], [-1.24, -1.49, -1.92]], "lowdin_charge": [-0.491, -0.097, -0.180, -0.312, 0.167, -0.369, -0.003, 0.749, 0.106, 0.185, 0.124, -0.072, 0.192]}



{"formula": "C3H2S5", "method": "ωB97M-V/def2-TZVPD", "lumo_energy_ev": -0.480, "species": ["C", "C", "C", "S", "S", "S", "S", "S", "H", "H"], "positions_angstrom": [[-3.0855, 0.6801, -0.1184], [-3.2075, -0.6722, -0.3381], [-0.6977, -0.2187, -0.5453], [-4.7395, 1.1197, 0.4413], [-4.8559, -1.0116, 0.3516], [-1.5868, 1.3808, -0.5531], [-1.8041, -1.5999, -0.7831], [-0.0250, -0.4109, 1.2091], [0.1764, -0.2589, -1.2198], [-0.4716, -1.6839, 1.1892]], "forces_ev_per_angstrom": [[-1.40, -2.50, -0.58], [-0.87, 1.61, 1.55], [0.65, 0.37, 1.69], [1.08, -0.59, -0.09], [1.03, 0.63, -0.70], [0.80, 0.89, -0.76], [-0.72, -0.51, -1.10], [-0.12, -0.32, -0.58], [-0.84, 0.28, 0.04], [0.38, 0.15, 0.52]], "lowdin_charge": [-1.077, -1.036, -1.148, 0.578, 0.563, 0.821, 0.820, 0.612, 0.040, -0.172]}